Record 1
{
  "formula": "C24H43Cl2EuN4O4SeSi",
  "method": "wB97M-V/def2-TZVPD",
  "elements": ["C", "C", "H", "H", "H", "C", "C", "H", "H", "H", "H", "Eu", "Cl", "C", "O", "N", "C", "C", "H", "H", "H", "H", "H", "H", "H", "H", "H", "C", "C", "N", "H", "C", "O", "H", "H", "H", "H", "H", "H", "C", "C", "N", "H", "C", "O", "H", "H", "H", "H", "O", "C", "C", "C", "H", "C", "H", "C", "H", "C", "C", "H", "H", "H", "Si", "Cl", "C", "C", "C", "H", "H", "H", "H", "H", "H", "H", "H", "H", "Se", "C", "N"],
  "positions_angstrom": [[-1.644, -0.321, -3.806], [-1.189, -1.531, -3.049], [-0.942, -0.076, -4.618], [-1.732, 0.549, -3.139], [-2.629, -0.500, -4.276], [-0.661, -2.610, -3.650], [-0.413, -2.756, -5.111], [-0.470, -3.508, -3.062], [-0.327, -1.793, -5.627], [-1.211, -3.331, -5.605], [0.516, -3.316, -5.277], [0.074, 0.847, 0.918], [-2.337, 2.065, 1.388], [-0.028, -2.059, 2.194], [0.889, -1.361, 1.692], [0.155, -3.084, 3.024], [1.487, -3.454, 3.492], [-0.965, -3.914, 3.459], [-1.091, -1.831, 1.966], [2.170, -2.629, 3.282], [1.827, -4.367, 2.983], [1.425, -3.651, 4.568], [-1.901, -3.442, 3.145], [-0.950, -4.015, 4.551], [-0.917, -4.917, 3.016], [0.559, 2.624, 5.434], [-1.678, 4.029, 4.768], [1.075, 3.325, 4.769], [-0.971, 4.624, 4.169], [0.147, 3.784, 3.754], [1.914, 2.837, 4.272], [0.283, 3.407, 2.493], [1.202, 2.675, 2.037], [-1.476, 4.995, 3.268], [-0.534, 3.740, 1.838], [1.408, 4.186, 5.352], [-0.591, 5.465, 4.766], [1.125, -0.094, -3.410], [2.010, -2.826, -2.911], [2.162, 0.048, -3.060], [2.876, -2.268, -2.524], [2.482, -0.950, -2.048], [2.280, 1.051, -2.643], [2.474, -0.660, -0.738], [2.214, 0.474, -0.269], [3.324, -2.833, -1.698], [2.723, -1.517, -0.090], [2.837, -0.109, -3.912], [3.600, -2.164, -3.343], [-0.616, -0.432, -1.028], [-1.367, -1.453, -1.530], [0.163, -3.284, -0.663], [-1.126, -2.790, -0.822], [1.008, -2.632, -0.937], [0.365, -4.584, -0.187], [-2.436, -1.210, -1.389], [-2.221, -3.551, -0.417], [1.385, -4.966, -0.056], [-0.740, -5.375, 0.142], [-2.026, -4.851, 0.042], [-3.214, -3.108, -0.481], [-0.590, -6.403, 0.471], [-2.892, -5.448, 0.326], [-0.155, 4.521, -1.374], [-0.104, 2.370, -1.543], [1.547, 5.014, -0.786], [-1.629, 4.982, -0.322], [-0.424, 5.150, -3.107], [2.011, 4.252, -0.149], [1.523, 5.967, -0.236], [2.191, 5.161, -1.667], [0.406, 4.851, -3.763], [-0.470, 6.251, -3.083], [-1.367, 4.771, -3.522], [-1.742, 4.386, 0.587], [-2.551, 4.806, -0.895], [-1.589, 6.044, -0.052], [-1.934, 1.565, 5.859], [-1.240, 0.817, 4.411], [-0.746, 0.342, 3.443]],
  "atomic_forces_ev_per_a": [[0.0, 0.4, -0.2], [0.5, -1.0, 0.1], [-0.3, 0.1, 0.2], [0.1, -0.3, -0.2], [0.3, 0.1, 0.2], [-0.5, 0.3, 0.4], [0.2, -0.1, -0.5], [0.1, 0.3, 0.0], [0.0, -0.2, 0.1], [0.1, 0.1, 0.1], [-0.1, 0.1, -0.1], [-0.8, -1.5, -0.6], [0.5, -0.4, -0.4], [0.1, 0.3, -0.1], [-0.7, -0.3, 0.4], [0.0, 0.1, -0.3], [-0.2, 0.0, -0.2], [-0.1, 0.1, 0.0], [0.5, -0.3, 0.2], [-0.1, -0.2, 0.1], [0.0, 0.2, 0.1], [0.1, 0.1, -0.2], [0.2, -0.1, 0.1], [0.0, 0.1, -0.2], [0.1, 0.3, 0.0], [0.1, 0.1, -0.1], [0.3, 0.2, -0.2], [0.1, -0.1, 0.2], [-0.3, 0.0, -0.1], [0.3, -0.1, -0.7], [-0.1, 0.1, 0.2], [-0.5, 0.5, 0.5], [-0.5, -0.4, -0.2], [0.1, 0.0, 0.3], [0.4, 0.1, 0.3], [0.1, -0.1, 0.0], [-0.1, -0.2, -0.2], [0.3, 0.1, 0.2], [0.2, 0.2, 0.1], [-0.3, -0.1, -0.2], [-0.1, -0.2, 0.0], [0.4, 0.2, 0.7], [0.0, -0.3, -0.1], [-0.2, 0.5, -0.7], [-0.1, -0.8, 0.0], [-0.1, 0.1, -0.3], [0.0, 0.3, -0.1], [-0.1, 0.2, 0.2], [0.0, 0.0, 0.3], [1.3, 1.3, 1.8], [-0.6, -0.2, 0.1], [0.4, -0.2, 0.0], [-0.3, 0.4, -0.5], [-0.7, -0.6, 0.2], [0.0, 0.4, 0.1], [-0.2, -0.2, 0.1], [0.4, -0.1, -0.1], [-0.4, 0.1, -0.1], [0.2, -0.1, 0.0], [-0.2, 0.0, 0.2], [0.1, -0.2, -0.1], [-0.1, 0.2, 0.0], [0.2, 0.0, 0.0], [-0.2, -0.3, -0.1], [0.0, 1.0, -0.1], [0.1, 0.1, 0.1], [0.0, 0.0, 0.0], [0.0, 0.0, -0.1], [-0.1, 0.2, -0.1], [0.0, -0.2, -0.1], [-0.2, -0.1, 0.2], [-0.2, 0.1, 0.1], [0.0, -0.3, 0.0], [0.2, 0.1, 0.1], [0.0, 0.1, -0.2], [0.2, 0.1, 0.1], [0.0, -0.1, -0.1], [-0.3, -0.1, 0.4], [1.0, -0.9, -1.8], [-0.4, 0.9, 0.9]],
  "lowdin_spin": [0.0001, -0.0001, 0.0000, 0.0000, 0.0000, -0.0004, -0.0001, 0.0000, 0.0000, 0.0000, 0.0000, 6.0523, -0.0132, 0.0000, -0.0060, 0.0000, 0.0000, 0.0000, 0.0001, 0.0000, 0.0000, 0.0000, 0.0000, 0.0000, 0.0000, 0.0000, 0.0000, 0.0000, 0.0000, 0.0003, 0.0000, 0.0000, -0.0078, 0.0000, 0.0002, 0.0000, 0.0000, 0.0000, -0.0001, -0.0001, -0.0001, -0.0010, 0.0000, -0.0003, -0.0049, 0.0000, 0.0000, 0.0000, 0.0000, -0.0090, -0.0006, 0.0000, 0.0000, 0.0000, 0.0000, 0.0000, 0.0000, 0.0000, 0.0000, 0.0000, 0.0000, 0.0000, 0.0000, -0.0001, -0.0041, 0.0000, 0.0000, -0.0001, 0.0000, 0.0000, 0.0000, 0.0000, 0.0000, 0.0000, 0.0000, 0.0000, 0.0000, -0.0003, 0.0002, -0.0050],
  "largest_force_ha_per_bohr": 0.050,
  "charge": 0,
  "spin_multiplicity": 7,
  "mol_weight_g_mol": 781.5,
  "lumo_energy_ev": [-1.2, 0.4],
  "e_above_lowest_ev": 0.285
}

=====

Record 2
{
  "formula": "C24H43ClO4P2Y",
  "method": "wB97M-V/def2-TZVPD",
  "elements": ["Y", "C", "C", "C", "C", "C", "C", "H", "H", "H", "C", "H", "H", "H", "C", "H", "H", "H", "C", "H", "H", "H", "C", "H", "H", "H", "C", "C", "C", "C", "C", "C", "C", "C", "H", "H", "H", "H", "H", "H", "H", "H", "H", "H", "H", "H", "P", "P", "C", "C", "H", "H", "H", "H", "C", "H", "H", "H", "C", "H", "H", "H", "C", "H", "H", "H", "C", "H", "H", "H", "O", "Cl", "O", "O", "O"],
  "positions_angstrom": [[-0.755, -1.971, 0.944], [0.434, -2.491, 3.110], [-0.323, -1.309, 3.402], [-1.821, -3.038, 3.045], [-0.495, -3.568, 2.915], [-1.711, -1.646, 3.352], [1.919, -2.615, 3.097], [2.392, -1.628, 3.038], [2.262, -3.208, 2.236], [2.286, -3.113, 4.008], [-0.156, -5.005, 2.734], [0.923, -5.138, 2.647], [-0.629, -5.415, 1.828], [-0.509, -5.603, 3.589], [-3.076, -3.834, 2.979], [-3.164, -4.511, 3.842], [-3.110, -4.449, 2.068], [-3.950, -3.176, 2.974], [-2.841, -0.743, 3.699], [-3.195, -0.911, 4.731], [-3.700, -0.903, 3.030], [-2.545, 0.310, 3.620], [0.231, 0.014, 3.795], [0.279, 0.105, 4.892], [-0.397, 0.837, 3.426], [1.244, 0.162, 3.402], [2.871, 2.213, -3.492], [3.570, 2.626, -2.435], [3.732, 4.052, -1.976], [2.519, 4.988, -2.206], [1.189, 4.402, -1.805], [0.365, 3.685, -2.579], [0.602, 3.281, -4.005], [2.079, 3.089, -4.426], [4.611, 4.522, -2.454], [2.525, 5.348, -3.246], [3.958, 4.038, -0.897], [2.546, 4.072, -4.584], [2.959, 1.168, -3.829], [4.240, 1.919, -1.923], [2.063, 2.598, -5.414], [0.065, 2.334, -4.177], [-0.644, 3.473, -2.206], [0.145, 4.012, -4.695], [2.692, 5.881, -1.577], [0.860, 4.711, -0.804], [0.992, -0.311, -0.475], [-2.322, 0.214, -0.081], [0.006, 0.695, -1.669], [-1.525, 0.494, -1.714], [0.427, 0.476, -2.667], [0.254, 1.741, -1.433], [-2.001, 1.389, -2.152], [-1.771, -0.370, -2.355], [-4.021, -0.263, -0.488], [-4.587, -0.369, 0.450], [-4.039, -1.224, -1.018], [-4.487, 0.522, -1.106], [-2.528, 1.868, 0.632], [-2.962, 2.551, -0.114], [-1.561, 2.254, 0.976], [-3.206, 1.790, 1.495], [1.930, -1.351, -1.629], [2.545, -2.055, -1.059], [2.576, -0.703, -2.232], [1.253, -1.918, -2.277], [2.293, 0.766, 0.169], [1.886, 1.457, 0.917], [2.755, 1.340, -0.647], [3.055, 0.132, 0.641], [-1.598, -2.956, -2.399], [-1.518, -3.776, -1.222], [-1.807, -5.153, -1.447], [-0.142, -3.613, -0.601], [-2.440, -3.194, -0.171]],
  "atomic_forces_ev_per_a": [[-0.6, -0.5, 0.8], [-1.1, -0.1, 0.3], [-0.2, -0.8, -0.3], [1.0, 0.4, 0.3], [-0.3, 1.0, 0.3], [0.6, -0.6, -0.2], [0.4, -0.1, -0.1], [0.0, -0.2, 0.0], [0.0, 0.1, 0.2], [-0.1, 0.1, -0.3], [-0.1, -0.4, -0.3], [-0.1, -0.1, 0.0], [0.2, -0.1, 0.2], [0.1, 0.2, -0.2], [-0.3, -0.3, -0.1], [0.0, 0.2, -0.2], [-0.1, 0.1, 0.2], [0.1, -0.2, 0.0], [-0.5, 0.3, 0.1], [0.1, 0.1, -0.4], [0.1, 0.1, 0.2], [-0.1, -0.2, 0.1], [0.1, 0.5, 0.1], [0.0, 0.0, -0.3], [0.2, -0.1, 0.1], [-0.2, 0.0, 0.1], [0.4, -0.2, -0.3], [0.7, 0.0, -0.5], [-0.2, 0.2, 0.4], [0.4, 0.3, 0.1], [-0.4, 0.2, -0.1], [0.0, 1.0, 0.2], [0.1, -0.3, -0.3], [-0.3, 0.0, -0.4], [-0.2, -0.3, 0.1], [-0.2, -0.1, 0.5], [0.0, 0.0, -0.3], [-0.1, -0.6, 0.1], [-0.1, 0.3, 0.4], [-0.4, 0.1, -0.3], [0.0, 0.2, 0.3], [0.1, 0.2, 0.0], [0.4, 0.0, 0.0], [0.0, -0.2, 0.3], [-0.1, -0.3, -0.3], [0.0, -0.3, -0.3], [0.2, 0.0, -0.6], [0.1, -0.2, 0.0], [0.1, 0.3, 0.0], [0.0, 0.0, -0.2], [-0.1, 0.3, 0.4], [-0.1, -0.4, -0.1], [0.2, -0.3, -0.1], [0.0, 0.3, 0.3], [-0.3, 0.1, -0.2], [0.1, 0.0, -0.3], [0.0, 0.3, 0.1], [0.0, -0.3, 0.2], [0.0, 0.2, 0.1], [0.1, -0.1, 0.3], [-0.2, 0.0, -0.1], [0.2, 0.1, -0.2], [0.3, -0.3, 0.0], [0.0, 0.1, -0.2], [-0.1, -0.2, 0.0], [0.1, 0.1, 0.1], [0.1, 0.3, 0.2], [0.1, -0.1, -0.1], [-0.2, -0.2, 0.3], [-0.2, 0.2, 0.0], [0.2, -0.6, 0.8], [-0.2, -0.6, -0.2], [0.3, 1.4, 0.3], [-1.1, 0.0, -0.5], [0.9, -0.4, -0.7]],
  "lowdin_charge": [1.3006, -0.3228, -0.3129, -0.2985, -0.3056, -0.3041, -0.0371, 0.0688, 0.0829, 0.1020, -0.0209, 0.0798, 0.0852, 0.1015, -0.0261, 0.1010, 0.0789, 0.0793, -0.0414, 0.1036, 0.0713, 0.0667, -0.0375, 0.1025, 0.0705, 0.0664, -0.1140, -0.1440, -0.1759, -0.1913, -0.0983, -0.1534, -0.1783, -0.1838, 0.1256, 0.1032, 0.1098, 0.1040, 0.1041, 0.1047, 0.1175, 0.1009, 0.0938, 0.1262, 0.1158, 0.1078, 0.8077, 0.7876, -0.3917, -0.3824, 0.0865, 0.0472, 0.0877, 0.0787, -0.2524, 0.0519, 0.0434, 0.0641, -0.2512, 0.0594, 0.0439, 0.0489, -0.2571, 0.0546, 0.0458, 0.0474, -0.2466, 0.0489, 0.0121, 0.0582, -0.2844, 0.7557, -0.2242, -0.4355, -0.4325],
  "largest_force_ha_per_bohr": 0.029,
  "charge": 1,
  "spin_multiplicity": 1,
  "mol_weight_g_mol": 581.9,
  "lumo_energy_ev": -2.9,
  "e_above_lowest_ev": 0.000
}